Record 1
DFT (ωB97M-V/def2-TZVPD) results for 2 unconnected molecules or ions with the total composition C5H14.

```
19
Properties=species:S:1:pos:R:3:forces:R:3
C 1.415213 0.591536 -0.155342 -0.9 3.3 -2.1
C 0.168253 1.515801 0.029201 -1.9 -0.2 0.5
C -0.270519 1.682390 1.494306 1.5 -4.4 2.6
H 1.946451 0.361553 0.688840 0.5 -1.0 2.7
H 2.220269 1.163730 -0.680418 -0.9 -0.5 -0.4
H 1.084613 -0.230580 -0.704222 0.3 -1.4 -0.8
H 0.429505 2.516550 -0.107668 0.9 1.7 -1.1
H -0.759868 1.406271 -0.700333 2.0 -0.5 1.4
H -0.734131 0.641517 2.041959 2.0 2.1 -1.5
H 0.644885 2.070118 2.103353 -1.6 -0.9 -0.8
H -1.090622 2.222585 1.812047 -1.7 2.2 -0.5
C -0.650386 -1.672250 -1.498324 -2.4 0.4 2.1
C -0.608242 -1.974578 0.134674 -3.7 1.4 -3.2
H -0.568725 -0.584227 -1.639497 -0.4 -0.6 -0.4
H 0.103417 -2.159833 -1.991045 2.6 -0.9 -0.9
H -1.532481 -2.153627 -2.064524 0.7 1.2 1.4
H -1.607158 -1.436186 0.515069 2.5 -1.2 -0.3
H 0.307577 -1.642135 0.574831 0.2 0.1 0.4
H -0.769642 -3.033128 0.124516 0.1 -0.6 0.9
```
Forces are in eV/Å.

Computed properties:
* frontier orbital gap: 0.4382 Ha
* SMILES: CCC.CC
* charge: 0

Atomic partial charges in e from the natural (NBO) method, atoms 1 to 2: -0.62, -0.42

***

Record 2
DFT (ωB97M-V/def2-TZVPD) results for a single C2HClN2O molecule.

```
7
Properties=species:S:1:pos:R:3:forces:R:3
Cl 2.182483 -1.494281 0.024705 -0.8 0.6 0.3
C 0.866727 -0.360551 0.014181 1.4 -2.5 -0.8
N 0.894380 0.729614 -0.602707 -0.2 2.0 -0.5
N -0.413116 1.258144 -0.519074 -0.5 -1.3 1.5
C -1.079244 0.372211 0.170366 0.2 -0.7 -1.0
O -0.319097 -0.775195 0.433837 -0.9 1.4 0.9
H -2.132132 0.270058 0.478693 0.8 0.5 -0.4
```
Forces are in eV/Å.

Computed properties:
* frontier orbital gap: 0.4154 Ha
* SMILES: Clc1nnco1
* charge: 0

Atomic partial charges in e from the natural (NBO) method, atoms 1 to 2: 0.05, 0.43

***

Record 3
DFT (ωB97M-V/def2-TZVPD) results for a molecular structure, C36H57Br2N6O2PRuSTe.

```
107
Properties=species:S:1:pos:R:3:forces:R:3
Ru 1.177827 -1.125890 0.245483 1.5 -0.6 -0.6
Br 6.784016 1.327845 3.195807 -0.2 -0.1 -0.1
C 5.266813 0.632622 2.364021 0.2 0.1 0.0
C 4.042438 1.283226 2.465054 0.0 -0.1 0.0
C 2.957756 0.729820 1.820758 -0.1 0.2 0.1
N 3.045321 -0.408850 1.117052 -2.1 0.4 -0.2
C 4.217981 -1.051359 1.029037 0.1 -0.1 0.0
C 5.353560 -0.546270 1.629059 0.0 0.2 0.1
C 4.186974 -2.307290 0.276271 0.2 -0.1 0.0
C 5.221907 -3.227119 0.298812 0.1 0.0 0.0
C 5.107123 -4.391720 -0.447157 0.1 -0.1 0.0
Br 6.463875 -5.672154 -0.427298 -0.1 0.1 0.0
C 3.962414 -4.586179 -1.214479 0.1 0.1 0.0
C 2.978860 -3.621351 -1.167536 -0.1 -0.1 -0.2
N 3.073167 -2.504059 -0.437761 -1.5 -0.1 0.8
H 3.943434 2.199384 3.029016 0.0 0.0 0.0
H 1.981187 1.198927 1.862188 0.0 0.0 -0.1
H 6.308966 -1.040096 1.534545 0.0 -0.1 0.0
H 6.105754 -3.062910 0.897256 0.0 0.0 0.0
H 3.847243 -5.465646 -1.831920 0.0 0.0 0.0
H 2.087644 -3.727078 -1.771161 0.0 0.0 0.0
C -1.830451 -5.881021 -0.079233 0.1 0.0 0.0
C -1.467457 -4.867009 -1.094108 0.1 0.0 0.1
N -1.890814 -4.810005 -2.309396 -0.1 -0.2 -0.1
N -1.269295 -3.732671 -2.869379 0.1 -0.1 0.1
C -0.458088 -3.110910 -2.022499 -0.5 0.5 -0.1
S 0.489699 -1.711771 -2.275504 0.3 0.2 0.8
N -0.567828 -3.817064 -0.881069 -0.1 -0.4 0.0
N 0.096997 -3.456356 0.281269 0.0 0.7 0.4
H -2.650160 -6.477633 -0.471191 0.0 0.0 0.0
H -2.141213 -5.424816 0.861655 0.0 0.0 0.0
H -0.984614 -6.541148 0.122596 0.0 0.0 0.0
H -1.449148 -3.502440 -3.836452 0.0 0.0 0.0
H -0.568543 -3.354027 1.044867 0.0 0.0 0.0
H 0.786421 -4.158652 0.540987 0.0 0.0 -0.1
C 0.902643 -2.096887 4.585820 0.1 0.0 -0.1
C -0.025286 -1.535882 3.559223 0.1 -0.2 0.4
C -1.310277 -0.957561 4.045459 0.0 0.1 -0.1
O 0.236031 -1.592582 2.354518 0.4 0.4 -0.6
H 0.363564 -2.393846 5.482912 0.0 0.0 0.0
H 1.614958 -1.316088 4.872901 -0.1 0.1 0.0
H 1.475854 -2.932659 4.187820 0.0 0.0 0.0
H -1.196472 -0.535352 5.042969 0.0 0.0 0.0
H -2.042343 -1.768262 4.128823 0.0 0.0 0.0
H -1.699882 -0.213310 3.355542 0.0 -0.1 0.0
C 4.663937 -1.756547 -3.568371 -0.2 -0.1 0.0
Te 3.417904 -0.293491 -2.640889 0.6 0.7 -0.3
C 2.998797 0.642431 -4.522253 0.1 0.2 0.1
H 5.389454 -1.221199 -4.175022 0.0 0.0 0.1
H 4.064108 -2.399554 -4.208226 0.0 0.0 0.0
H 5.176337 -2.342475 -2.809462 0.0 0.0 0.0
H 3.217717 -0.066002 -5.316336 -0.1 -0.1 0.1
H 3.648972 1.507488 -4.618811 0.0 0.0 0.0
H 1.959237 0.953815 -4.569638 0.0 -0.1 0.0
O -0.032161 0.676930 0.628298 1.3 -1.7 0.0
P -1.147022 1.375613 -0.199854 -0.3 0.1 -0.9
C -2.234030 -0.009827 -0.759130 0.0 0.2 0.5
C -3.291599 0.223681 -1.846741 -0.1 0.1 0.0
C -4.685448 0.565515 -1.318039 0.0 -0.2 0.0
C -5.128721 -0.414168 -0.232708 0.1 0.3 0.1
C -4.119364 -0.430089 0.914620 0.0 -0.3 -0.2
C -2.753999 -0.878995 0.398522 0.0 0.2 0.0
C -1.792340 2.744792 0.842598 0.2 -0.7 0.1
C -1.774415 2.339479 2.325786 0.1 0.4 0.1
C -2.096820 3.570734 3.178268 -0.2 -0.3 0.0
C -3.461179 4.138179 2.798458 0.2 0.4 0.0
C -3.488195 4.524282 1.320065 -0.1 -0.3 0.2
C -3.160651 3.302276 0.450653 0.0 0.5 -0.1
C -0.388685 1.966251 -1.782139 0.0 -0.2 0.3
C 1.121177 2.198495 -1.611165 -0.1 0.2 0.1
C 1.432567 3.552944 -0.979112 0.0 -0.1 -0.2
C 0.840357 4.679400 -1.823047 -0.1 0.0 0.2
C -0.674209 4.530162 -1.957109 0.1 -0.1 0.0
C -1.064070 3.150356 -2.495206 -0.1 0.1 0.1
H -1.411425 -0.572086 -1.211324 -0.1 0.1 -0.1
H -3.375188 -0.713102 -2.409785 0.1 0.0 0.0
H -2.958687 0.987998 -2.551385 0.0 -0.1 -0.1
H -5.389235 0.535301 -2.150125 0.0 0.1 0.0
H -4.700455 1.579621 -0.920733 -0.1 0.0 -0.1
H -5.213221 -1.421151 -0.654223 -0.1 0.0 0.0
H -6.110777 -0.127094 0.142307 0.0 -0.1 0.0
H -4.452935 -1.109056 1.701790 0.0 0.1 0.1
H -4.045469 0.569515 1.349280 0.0 0.0 0.1
H -2.864001 -1.906728 0.022105 0.0 0.0 0.0
H -2.003849 -0.898596 1.194121 0.0 -0.1 0.0
H -1.035444 3.522846 0.701816 0.0 0.0 0.0
H -0.796675 1.936804 2.594781 0.0 -0.1 0.0
H -2.531112 1.571192 2.513674 0.0 0.0 0.0
H -1.325761 4.332175 3.027068 0.0 0.0 0.0
H -2.078007 3.290915 4.232932 0.0 0.1 0.0
H -3.672862 5.019108 3.405028 -0.1 -0.1 0.0
H -4.244436 3.402405 3.005078 0.0 0.0 0.0
H -2.764013 5.323272 1.135498 0.0 0.0 0.0
H -4.473546 4.902250 1.047884 0.0 0.0 0.0
H -3.191219 3.597584 -0.600612 0.0 -0.1 0.0
H -3.934118 2.553777 0.620078 0.0 0.0 0.0
H -0.519529 1.072546 -2.405938 0.0 0.1 -0.1
H 1.583421 2.165761 -2.603248 0.0 0.0 0.0
H 1.555108 1.391590 -1.013925 0.1 0.0 -0.1
H 2.513312 3.676220 -0.888070 0.0 0.0 0.0
H 1.013803 3.586256 0.033467 0.1 0.0 0.0
H 1.300857 4.663215 -2.815410 0.0 0.0 0.0
H 1.075029 5.642184 -1.369024 0.0 0.0 -0.1
H -1.058408 5.285046 -2.643366 -0.1 0.0 0.1
H -1.142747 4.718699 -0.987937 0.0 0.0 0.0
H -0.764420 3.106593 -3.546378 0.0 -0.1 0.0
H -2.150199 3.038567 -2.475012 0.0 0.0 -0.1
```
Forces are in eV/Å.

Computed properties:
* frontier orbital gap (spin up / spin down): 0.1414 / 0.1725 Ha
* spin multiplicity: 2
* <S²>: 0.803
* charge: +3

Atomic partial charges in e from the Löwdin method, atoms 1 to 2: 1.28, 0.92

***

ΔE to the lowest compared entry with this formula, charge and spin
In order: 2.381 1.093 3.917
Unit: eV